1.
C4H6ClNOS | ωB97M-V with the def2-TZVPD basis set

Relative energy (zero: lowest compared OMol25 entry of this formula, charge and spin) (eV): 0.594
Spin multiplicity: 1
Net charge: 0
LUMO level (eV): 0.66
SMILES: N/C=C(\CCl)C(=O)S
Calculated total energy (hartree): -1144.38658

```
14
Properties=species:S:1:pos:R:3:forces:R:3:lowdin_charge:R:1
N 1.091294 -1.758216 0.878710 0.40 1.12 -0.46 0.126
C 1.040370 -0.730289 0.028969 0.63 0.96 -0.78 -0.116
C 0.054946 0.228612 -0.036653 1.22 -0.97 0.52 -0.345
C -1.004297 0.226459 0.980592 -1.09 1.26 0.62 -0.545
Cl -1.975345 -1.302832 0.877258 -0.24 -0.11 0.38 0.557
C 0.153502 1.127023 -1.184755 -1.50 -0.57 1.94 -0.794
O 1.051449 1.055648 -1.949700 1.55 0.46 -1.92 0.008
S -1.223200 2.270182 -1.389705 0.10 -0.06 0.03 0.826
H 0.303869 -2.012830 1.383439 -1.59 -0.43 1.05 0.023
H 1.800558 -2.426227 0.828130 1.13 -0.82 -0.22 0.091
H 1.914209 -0.637341 -0.651766 -0.88 -0.12 0.40 0.150
H -1.755687 1.012623 0.787653 0.39 -0.32 -0.02 0.033
H -0.696553 0.423490 2.051306 -0.04 -0.76 -1.16 0.108
H -0.755115 2.523698 -2.603479 -0.08 0.37 -0.38 -0.122
```
Positions in Å, forces in eV/Å.

***

2.
C4H6CsF3O2 | ωB97M-V with the def2-TZVPD basis set

Relative energy (zero: lowest compared OMol25 entry of this formula, charge and spin) (eV): 3.874
Spin multiplicity: 1
Net charge: 0
LUMO level (eV): -0.26
Calculated total energy (hartree): -626.07113

```
16
Properties=species:S:1:pos:R:3:forces:R:3:lowdin_charge:R:1
Cs 0.381863 -0.702897 -2.565631 2.61 -3.47 -13.32 1.625
C -0.416149 -1.448220 0.118178 -3.14 -2.31 -1.70 -0.454
O 0.018367 -0.250723 -0.710143 -1.75 3.41 13.08 -0.921
O -0.672675 -2.515933 -0.734771 1.58 2.92 2.51 -0.314
C 0.412373 -1.695300 1.376759 2.27 0.58 0.28 -0.605
F 1.707988 -1.869148 1.146491 1.80 0.73 -1.25 0.142
F 0.384548 -0.711231 2.350043 -0.73 0.09 -0.94 0.098
F 0.113934 -2.791165 1.977598 -2.17 -1.89 0.99 0.205
C -0.087173 1.001640 -0.033536 0.42 1.30 -0.06 -0.284
C -0.107816 2.192733 -1.001314 0.57 -0.54 -0.04 -0.103
H -0.064659 3.067604 -0.352595 -0.47 0.19 -0.29 0.086
H 0.798569 2.248782 -1.604154 0.13 -0.07 -0.07 0.060
H -0.951682 2.173103 -1.690951 -0.19 0.29 0.25 0.077
H 0.779108 1.175342 0.604815 -0.02 -0.38 0.22 0.124
H -0.982957 1.125117 0.575085 -0.13 -0.72 0.10 0.129
H -1.313640 -0.999705 0.544128 -0.76 -0.14 0.23 0.136
```
Positions in Å, forces in eV/Å.

***

3.
C4H6CsO3 | ωB97M-V with the def2-TZVPD basis set

Relative energy (zero: lowest compared OMol25 entry of this formula, charge and spin) (eV): 2.199
Spin multiplicity: 1
Net charge: +1
LUMO level (eV): -3.73
Calculated total energy (hartree): -401.63450

```
14
Properties=species:S:1:pos:R:3:forces:R:3:lowdin_charge:R:1
H -1.396635 -1.746706 0.244472 -0.50 -0.12 0.64 0.166
O 1.755862 -3.344798 -0.544970 -0.82 0.44 -0.99 0.141
Cs -3.646811 1.255049 4.423828 0.13 -0.19 -0.23 0.977
O -2.337576 -1.162701 1.992827 0.08 -0.12 -0.24 -0.014
C -1.953040 -1.990347 1.185990 0.26 1.23 0.04 -0.365
O -2.095403 -3.274359 1.313635 0.20 -0.96 -0.25 -0.040
C -2.661290 -3.796932 2.523330 -0.21 -0.07 0.18 -0.026
C 1.429572 -3.774289 -1.583757 1.13 -1.09 0.91 -0.273
C 1.233047 -4.494201 -2.665942 -0.15 0.05 0.00 0.001
H -2.611157 -4.884475 2.425229 -0.01 0.31 0.01 0.103
H -2.071273 -3.467976 3.387404 -0.21 -0.04 -0.22 0.100
H -3.706272 -3.475929 2.611700 0.29 -0.06 0.07 0.098
H 1.999305 -4.510875 -3.439466 -0.35 0.21 0.17 0.068
H 0.411653 -5.209582 -2.678260 0.16 0.40 -0.08 0.065
```
Positions in Å, forces in eV/Å.